Entry 1:
This record from the Open Molecules 2025 dataset describes a cluster of 2 separate species, C4H3Br in total. The level of theory is ωB97M-V with the def2-TZVPD basis set.

Each line ends with the Löwdin charge.
CARTESIAN COORDINATES (ANGSTROEM)
1 Br -2.62957 -0.04595 -0.03245  0.69
2 C 2.69947 -0.87276 0.69952  0.12
3 C 1.78574 -0.60650 -0.19566  -0.36
4 C -1.09400 0.71306 0.49090  -0.65
5 C 0.73641 -0.49990 -0.85659  0.07
6 H -0.65826 1.61255 -0.10766  0.04
7 H -0.20871 -0.75945 -1.45582  0.07
8 H -0.63108 0.45895 1.45776  0.01

Calculated values
E_LUMO (alpha / beta)   -1.7 / -1.6 eV
ΔE to the lowest compared entry with this formula, charge and spin   605.6 kJ/mol
Total energy   -2727.8917 Ha
Kohn-Sham gap (alpha / beta)   5.956 / 6.008 eV
Total charge   0

Entry 2:
This record from the Open Molecules 2025 dataset describes a structure of composition C32H26F5N2O2S3Se2Ti. The level of theory is ωB97M-V with the def2-TZVPD basis set.

Each line ends with the Löwdin charge.
CARTESIAN COORDINATES (ANGSTROEM)
1 Se -1.37041 -2.71462 -3.32553  0.85
2 Se -2.14536 -0.61645 -2.71583  0.81
3 Ti -0.16265 -0.51421 -0.43003  0.88
4 S 1.76737 -0.27928 0.91142  0.85
5 S 0.59424 2.46770 -1.88498  1.19
6 S -1.05130 0.86741 2.44002  1.13
7 F 0.76257 -5.21690 0.92478  0.16
8 F 0.16776 -2.58384 0.44748  -0.03
9 F 3.19458 -5.85632 2.00898  0.19
10 F 4.97103 -3.90369 2.57464  0.19
11 F 4.36899 -1.31520 2.07902  0.13
12 O 0.28450 1.03341 -1.30519  -0.67
13 O -1.04248 0.51058 0.91397  -0.67
14 N -2.11340 -1.56743 -0.15834  -0.10
15 N 0.98613 -1.65137 -2.04703  -0.06
16 C 3.48793 -2.26506 1.80292  -0.21
17 C 3.20245 -2.22174 -2.80881  0.00
18 C 1.65201 -4.28346 1.21935  -0.13
19 C -2.76189 1.07992 2.79720  -0.41
20 C -2.99248 -1.26657 -1.11602  -0.65
21 C 3.79225 2.74802 -4.19397  -0.03
22 C -2.56436 -2.14584 0.96380  -0.09
23 C 2.88854 -4.60259 1.77009  -0.11
24 C 4.61919 2.30443 -1.96159  -0.03
25 C -4.34932 -1.48622 -1.00413  -0.04
26 C 4.84884 2.55407 -3.31509  -0.01
27 C 0.55807 3.41474 -0.35617  -0.27
28 C 3.80230 -3.59316 2.05929  -0.12
29 C 0.50276 -2.49155 -2.97877  -0.62
30 C 2.68550 -3.14938 -3.70233  0.01
31 C 2.48956 2.69492 -3.72388  -0.06
32 C 2.33460 -1.50269 -2.02102  -0.13
33 C 2.27387 2.45657 -2.36695  -0.41
34 C -3.90344 -2.42766 1.15330  0.01
35 C -4.97825 1.73365 2.21262  -0.03
36 C -5.39516 1.39986 3.50034  -0.02
37 C -0.99408 3.63501 1.67687  -0.18
38 C 3.32824 2.25608 -1.47352  -0.07
39 C 1.31244 -3.25638 -3.80595  -0.08
40 C -0.36743 2.53494 2.52423  -0.28
41 C 2.25589 -1.92602 1.26109  -0.45
42 C -4.49568 0.89728 4.42962  -0.03
43 C -0.88787 3.48293 0.15741  -0.21
44 C 1.38561 -2.95499 0.98662  -0.19
45 C -3.16406 0.72370 4.07890  -0.06
46 C -3.65246 1.58113 1.85049  -0.08
47 C -4.81314 -2.08187 0.16293  0.02
48 H 0.69932 2.38378 2.34468  0.09
49 H 5.86566 2.60410 -3.68145  0.13
50 H 5.45338 2.16455 -1.28754  0.13
51 H 1.24110 2.90572 0.32530  0.08
52 H 2.72325 -0.76873 -1.33294  0.06
53 H -6.43253 1.53293 3.77665  0.13
54 H -1.43194 2.58886 -0.15483  0.08
55 H -5.68973 2.12429 1.49766  0.12
56 H -1.83479 -2.38327 1.72603  0.13
57 H -2.45494 0.31524 4.78983  0.12
58 H -3.31807 1.83844 0.85298  0.11
59 H -0.50895 4.56419 1.98773  0.14
60 H 3.15472 2.06861 -0.42152  0.09
61 H 1.65439 2.85580 -4.39482  0.12
62 H -2.04647 3.74457 1.94283  0.12
63 H -4.22485 -2.90984 2.06563  0.13
64 H 3.33341 -3.74415 -4.33245  0.14
65 H 0.96986 4.39746 -0.59162  0.13
66 H 3.98025 2.94815 -5.23959  0.13
67 H 0.86037 -3.90492 -4.54525  0.12
68 H -0.47299 2.76955 3.58855  0.12
69 H -1.38696 4.33412 -0.30475  0.14
70 H -4.82754 0.63364 5.42425  0.13
71 H 4.26602 -2.05183 -2.72027  0.13
72 H -5.01574 -1.22576 -1.81477  0.13
73 H -5.86828 -2.28739 0.28741  0.14

Calculated values
E_LUMO   -10.0 eV
ΔE to the lowest compared entry with this formula, charge and spin   4.9 kJ/mol
Total energy   -8840.3577 Ha
Kohn-Sham gap   6.438 eV
Total charge   +3

Entry 3:
This record from the Open Molecules 2025 dataset describes the molecule C4H6N2O. The level of theory is ωB97M-V with the def2-TZVPD basis set.

Each line ends with the Löwdin charge.
CARTESIAN COORDINATES (ANGSTROEM)
1 O -1.00929 -1.00409 0.42359  -0.07
2 N 3.27653 0.66538 -0.97592  0.14
3 N -1.65868 1.01660 -0.45637  0.12
4 C 0.21402 -0.89901 -0.30354  -0.19
5 C 2.34084 0.39579 -0.35218  -0.22
6 C 1.14592 0.07273 0.42839  -0.16
7 C -1.86320 0.02714 0.30427  -0.31
8 H 0.62947 -1.90868 -0.31814  0.13
9 H 1.44653 -0.35053 1.39188  0.13
10 H -2.71705 -0.13344 0.96728  0.14
11 H 0.60227 1.00332 0.61348  0.11
12 H 0.02132 -0.56261 -1.32568  0.12
13 H -2.42868 1.67740 -0.39709  0.06

Calculated values
E_LUMO   0.7 eV
ΔE to the lowest compared entry with this formula, charge and spin   126.3 kJ/mol
Total energy   -340.7468 Ha
Kohn-Sham gap   11.435 eV
SMILES   [H]/N=C/OCCC#N
Total charge   0

Entry 4:
This record from the Open Molecules 2025 dataset describes a cluster of 2 separate species, C2H9NO in total. The level of theory is ωB97M-V with the def2-TZVPD basis set.

Each line ends with the Mulliken spin population.
CARTESIAN COORDINATES (ANGSTROEM)
1 O -0.97392 4.61012 -0.69749  0.00
2 N -0.94640 -2.11944 0.25416  0.83
3 C 1.53609 -1.11189 0.14343  0.00
4 C 0.48195 -2.26199 0.38046  0.03
5 H -1.00754 5.57797 -0.65334  0.00
6 H -1.25638 -1.15426 0.09482  -0.01
7 H 0.65368 -2.29364 1.46360  0.08
8 H 0.76297 -3.18377 -0.15536  0.06
9 H 1.65038 -1.03824 -0.93383  0.01
10 H 1.16780 -0.24578 0.70486  0.00
11 H -1.38007 -2.58936 1.05312  0.00
12 H 2.50667 -1.25950 0.64079  0.01
13 H -0.37360 4.42281 -1.42179  0.00

Calculated values
E_LUMO (alpha / beta)   -3.8 / -9.2 eV
ΔE to the lowest compared entry with this formula, charge and spin   73.2 kJ/mol
Total energy   -211.2175 Ha
Multiplicity   2
Kohn-Sham gap (alpha / beta)   9.917 / 4.533 eV
Total charge   +1
<S²>   0.75